Below is a cluster of 5 separate species, C12H31B3INO7S5 in total, with properties calculated with the ωB97M-V functional and the def2-TZVPD basis.

Geometry as XYZ:
```
60
Properties=species:S:1:pos:R:3:forces:R:3
C 0.23447 3.43067 -0.31350 -0.54 -0.09 -0.01
C -0.33268 2.32383 -1.22182 0.28 0.09 -0.08
C 0.53203 1.04318 -1.22348 -0.11 0.05 -0.25
B -0.02919 -0.14715 -0.41129 0.04 -0.43 0.09
O 0.78650 -1.12190 0.17098 -0.09 -0.01 -0.07
B 0.20390 -2.07643 0.96353 -0.04 -0.21 0.05
I 1.03905 -4.01883 1.14463 0.19 0.14 0.03
O -0.96836 -1.78289 1.63702 0.13 0.33 -0.06
B -1.60991 -0.65428 1.15558 -0.24 -0.67 -0.04
N -2.40862 0.16738 2.04491 0.32 -0.12 -0.04
C -1.99308 0.96252 2.84229 -0.21 0.13 0.01
S -1.47259 2.02872 3.86285 -0.08 -0.02 0.04
O -1.39585 -0.31645 -0.15094 0.06 0.95 0.22
H -0.58039 3.91810 0.22679 0.05 0.05 0.04
H 0.93003 3.03882 0.43301 0.04 0.02 -0.04
H 0.72128 4.20519 -0.89610 0.23 -0.06 0.07
H -0.38318 2.71892 -2.23435 -0.07 -0.04 0.12
H -1.36231 2.10400 -0.93552 0.04 -0.16 0.00
H 0.65797 0.68617 -2.25564 0.01 -0.06 0.04
H 1.54784 1.26208 -0.88322 0.02 -0.05 -0.03
C -1.68426 4.69622 -5.65217 -0.03 0.00 -0.05
S -1.15003 5.60640 -4.19763 0.06 0.03 0.02
O -1.10394 4.62870 -3.07985 -0.08 0.10 -0.10
C -2.66691 6.54719 -3.99137 -0.05 0.03 -0.02
H -0.88402 4.00743 -5.91429 0.01 0.00 0.01
H -2.59151 4.14134 -5.41454 0.01 0.00 0.02
H -1.85606 5.39142 -6.47390 0.01 -0.01 0.00
H -3.50269 5.85799 -3.87362 0.01 -0.02 0.01
H -2.81403 7.19495 -4.85558 0.00 0.01 0.01
H -2.55254 7.15064 -3.09352 0.01 -0.01 0.00
C 2.14785 -8.87612 2.96512 0.00 -0.06 0.01
S 1.92231 -7.09869 3.06072 -0.09 -0.01 0.00
O 2.87786 -6.49897 2.09067 0.04 0.01 -0.02
C 2.65045 -6.88938 4.68973 0.03 -0.03 0.04
H 1.79006 -9.19097 1.98721 -0.01 0.02 0.00
H 3.20677 -9.10966 3.07291 0.01 0.02 -0.01
H 1.55976 -9.35796 3.74608 -0.01 0.00 -0.01
H 3.67410 -7.26308 4.67778 0.00 0.01 -0.02
H 2.04942 -7.42316 5.42593 0.00 0.01 0.00
H 2.64455 -5.82416 4.91093 0.00 0.00 -0.01
C -2.97698 -6.66198 -2.00635 -0.01 -0.01 -0.06
S -1.63099 -6.14693 -0.92893 -0.02 0.02 0.03
O -1.32329 -7.30979 -0.05613 0.00 -0.02 0.03
C -2.62317 -5.01056 0.04962 -0.03 0.03 0.03
H -2.58445 -7.42332 -2.67713 0.01 0.00 0.01
H -3.78218 -7.07735 -1.40110 0.02 -0.01 0.02
H -3.32634 -5.80605 -2.58389 0.00 -0.01 -0.01
H -3.45714 -5.55657 0.49033 0.01 -0.02 -0.01
H -2.98087 -4.20236 -0.58956 0.01 0.00 0.00
H -1.98270 -4.60814 0.83131 0.00 -0.01 0.00
C 2.78880 7.75413 1.19207 -0.01 0.04 0.04
S 3.46338 6.17572 0.65826 0.02 -0.03 0.01
O 2.54939 5.65472 -0.38847 0.07 0.10 -0.05
C 3.06794 5.27946 2.16539 0.01 0.01 0.06
H 2.89275 8.44822 0.36085 0.00 -0.01 -0.01
H 1.73587 7.62555 1.44162 0.00 -0.02 -0.02
H 3.35159 8.11984 2.05095 0.00 0.01 -0.01
H 1.99331 5.33101 2.33925 -0.01 0.00 -0.03
H 3.62139 5.70744 3.00135 0.00 -0.01 0.00
H 3.36966 4.24519 2.01420 0.00 0.00 -0.01
```
Forces are in eV/Å.

- E_HOMO (hartree) = -0.3206
- orbital gap (Eh) = 0.339

Löwdin population analysis, charges in e, atoms 1 to 2: C -0.10; C -0.24



Below is a cluster of 2 separate species, Br2ClHNP in total, with properties calculated with the ωB97M-V functional and the def2-TZVPD basis.

Geometry as XYZ:
```
6
Properties=species:S:1:pos:R:3:forces:R:3
N -0.49425 1.39847 -0.70825 -0.36 -0.04 0.30
P -0.31592 0.01943 -0.02042 1.09 -0.02 -0.35
Cl -2.09941 -0.59293 0.57132 -0.63 -0.31 0.19
Br 2.13690 -1.02852 2.72683 -0.23 0.11 -0.24
Br 0.50119 -1.61909 -1.36543 -0.20 0.23 0.27
H 0.27148 1.82264 -1.20405 0.32 0.04 -0.17
```
Forces are in eV/Å.

- E_HOMO (spin up / spin down) (hartree) = -0.3919 / -0.3420
- orbital gap (spin up / spin down) (Eh) = 0.298 / 0.208

Löwdin population analysis, charges in e, atoms 1 to 2: N -0.29; P -0.07



Below is a structure of composition C4H11BrSi2, with properties calculated with the ωB97M-V functional and the def2-TZVPD basis.

Geometry as XYZ:
```
18
Properties=species:S:1:pos:R:3:forces:R:3
C -0.98139 0.97821 -1.22893 1.58 -2.17 0.49
C 0.52229 -1.19688 0.03199 0.14 -1.82 -0.48
C -1.69260 -0.80177 2.08544 0.85 0.46 -0.25
C 1.95204 1.55237 -0.34667 1.66 0.32 -0.26
Si -1.39429 -1.13043 0.24373 2.38 4.17 -0.15
Si 0.84167 0.34540 -1.08951 -2.69 -1.03 -0.19
Br 1.73997 -0.33029 -3.18373 -0.40 0.33 1.28
H -1.35035 0.80523 -2.26248 -0.21 0.42 0.82
H -0.91680 2.03551 -0.89221 -0.78 -0.65 -0.22
H 1.06450 -1.34435 1.01698 -0.61 0.47 -1.07
H 0.76070 -2.13391 -0.55031 0.00 0.78 0.41
H -0.94588 -1.45106 2.59791 -0.45 0.44 -0.18
H -1.40627 0.28677 2.30050 -0.69 -1.57 -0.15
H -2.68218 -1.10445 2.42669 0.00 0.47 0.11
H 2.83272 1.02212 -0.02938 0.56 -0.52 0.35
H 2.37061 2.14459 -1.15745 -0.25 0.54 -0.06
H 1.68754 2.16676 0.49881 -0.63 0.20 0.06
H -2.40227 -1.84381 -0.46138 -0.45 -0.85 -0.52
```
Forces are in eV/Å.

- E_HOMO (hartree) = -0.3069
- orbital gap (Eh) = 0.321

Löwdin population analysis, charges in e, atoms 1 to 2: C -0.27; C -0.43



Below is the molecule C5H10OS, with properties calculated with the ωB97M-V functional and the def2-TZVPD basis.

Geometry as XYZ:
```
17
Properties=species:S:1:pos:R:3:forces:R:3
C -1.49173 -1.61594 0.59020 3.12 5.81 0.43
C 0.21553 -0.40067 0.29991 -2.30 -3.05 2.30
C -0.63082 0.74556 -0.14612 -1.86 0.42 1.63
C 1.23654 -1.02350 -0.58903 2.36 -1.95 -1.87
C -0.57622 2.13722 0.54041 -0.34 -0.22 -0.54
O -3.12696 -0.25180 -0.95906 -0.90 0.13 -1.76
S -2.36242 0.01310 0.24634 1.77 -0.58 2.09
H -1.69641 -2.19534 -0.22789 -0.32 -1.90 -1.62
H -1.57376 -1.84076 1.61848 -0.14 -1.01 0.70
H 0.51390 -0.35184 1.40626 -0.20 0.11 -1.79
H -0.82284 0.81804 -1.15936 0.53 0.11 -2.43
H 2.11860 -0.34928 -0.69107 -0.48 -0.13 0.14
H 1.01275 -1.30590 -1.68661 -0.58 0.96 1.69
H 1.73620 -2.03612 -0.28831 -1.22 1.83 0.34
H 0.46001 2.64754 0.42730 -1.93 -0.69 0.21
H -0.79176 1.85868 1.61929 0.25 1.16 -1.00
H -1.47821 2.74670 0.03706 2.24 -0.99 1.48
```
Forces are in eV/Å.

- E_HOMO (hartree) = -0.2983
- orbital gap (Eh) = 0.320

Löwdin population analysis, charges in e, atoms 1 to 2: C -0.12; C -0.24



Below is a cluster of 5 separate species, C4H21N2O4 in total, with properties calculated with the ωB97M-V functional and the def2-TZVPD basis.

Geometry as XYZ:
```
31
Properties=species:S:1:pos:R:3:forces:R:3
N 1.14686 -0.50130 -0.04593 -0.86 -0.54 0.36
C -0.35755 -0.69425 0.22595 -0.87 1.31 -1.60
C -1.20285 0.62991 -0.38592 0.26 -3.30 0.66
N -1.03276 1.66908 0.60456 -2.05 1.92 0.51
C -2.37736 2.09003 1.03429 -2.87 -5.46 1.93
C -0.25828 2.92865 0.52204 1.62 -2.01 -2.47
H 1.40917 0.46746 -0.23983 -0.26 0.08 0.83
H 1.37869 -0.92843 -0.95600 0.30 -0.68 0.52
H 1.76446 -0.85532 0.74499 -0.92 0.49 -1.82
H -0.54875 -0.35009 1.27559 0.31 -1.76 -0.62
H -0.68536 -1.76365 -0.23559 0.73 2.68 1.69
H -2.28501 0.11708 -0.40059 2.21 1.84 -0.11
H -0.86357 0.88739 -1.38988 -0.16 0.06 -0.18
H -2.67709 1.05614 1.59589 0.04 2.27 -0.51
H -3.25163 2.00825 0.30365 1.50 1.16 0.20
H -2.52495 2.82599 1.83696 0.61 0.08 -0.75
H -0.08462 3.18739 -0.54338 -0.52 0.52 0.29
H 0.78297 2.69695 0.83301 -0.65 0.75 0.69
H -0.84676 3.66350 1.05282 0.86 0.35 0.09
H 2.03475 -2.82733 -2.12018 0.29 -0.31 0.76
H 1.15424 -3.37680 -1.07798 -0.90 -0.65 0.43
O 2.06493 -3.15106 -1.19423 0.63 0.41 -0.65
H -2.42548 -2.45312 2.66788 0.06 -1.91 5.08
H -3.43465 -1.77432 1.66907 -1.80 0.28 0.58
O -2.59630 -2.11221 1.87519 1.68 1.65 -5.67
H 4.16641 0.55632 0.20707 -1.40 -1.14 0.74
H 3.93686 -0.26741 1.45737 0.35 -0.32 0.75
O 3.47780 -0.02647 0.66070 1.98 1.69 -1.20
H 0.56786 -1.24546 -3.41177 0.38 -0.02 -0.17
H 2.15344 -1.10392 -3.61440 -1.97 -0.50 1.44
O 1.41450 -1.35301 -2.95135 1.41 1.08 -1.82
```
Forces are in eV/Å.

- E_HOMO (hartree) = -0.4269
- net charge = +1
- orbital gap (Eh) = 0.319

Löwdin population analysis, charges in e, atoms 1 to 2: N 0.11; C -0.09



Below is a structure of composition C5H7CoO5, with properties calculated with the ωB97M-V functional and the def2-TZVPD basis.

Geometry as XYZ:
```
18
Properties=species:S:1:pos:R:3:forces:R:3
O 3.10457 0.32845 3.07534 -2.23 0.73 -0.72
C 2.20971 -0.33151 3.46148 3.94 -2.37 2.01
O 1.76466 -1.25279 4.04380 -1.54 1.50 -1.16
O 0.08944 1.98841 2.44246 0.42 -4.29 1.55
C 0.14980 0.76132 2.28551 -0.82 5.60 -2.63
O 0.03731 0.51328 0.90123 -0.08 -0.75 1.92
C -0.11321 -0.79591 0.36257 0.50 -1.80 -0.21
C -0.84155 -0.73352 -0.95721 -0.72 -0.01 -0.22
O -0.38424 0.37581 -1.69368 0.56 0.27 0.98
C -0.86307 0.40475 -3.01921 -0.37 0.09 -0.89
Co 0.16919 2.39624 0.19353 0.03 0.79 -1.03
H -0.68786 -1.39530 1.08005 0.27 0.03 -0.24
H 0.89566 -1.20601 0.22575 -0.25 0.07 0.12
H -1.93003 -0.65009 -0.78538 0.25 -0.03 -0.12
H -0.64991 -1.67240 -1.50684 -0.07 0.21 0.27
H -0.47696 1.31662 -3.48918 -0.10 -0.30 0.14
H -0.50813 -0.47551 -3.58088 -0.09 0.28 0.19
H -1.96536 0.42815 -3.03935 0.31 -0.02 0.01
```
Forces are in eV/Å.

- multiplicity = 6
- E_HOMO (spin up / spin down) (hartree) = -0.4404 / -0.5375
- net charge = +1
- <S²> = 8.757
- orbital gap (spin up / spin down) (Eh) = 0.254 / 0.233

Löwdin population analysis, charges in e, atoms 1 to 2: O 0.21; C -0.43



Below is a cluster of 5 separate species, C8H13BCl16NO6P in total, with properties calculated with the ωB97M-V functional and the def2-TZVPD basis.

Geometry as XYZ:
```
46
Properties=species:S:1:pos:R:3:forces:R:3
C 2.97674 1.58129 -0.81052 -0.11 1.12 0.36
O 3.44887 0.42048 -0.13602 -0.27 0.02 -1.04
C 3.24466 -0.76706 -0.88987 -0.16 -1.64 0.46
C 1.74031 -1.15226 -1.10618 0.08 1.16 -0.42
C 0.87320 -0.83318 0.15997 2.32 0.20 -0.25
O -0.20080 -1.76634 0.38935 -2.28 1.02 -1.22
P -1.50224 -1.48739 -0.60574 -1.26 -1.82 -2.45
O -1.14971 -1.50562 -2.08754 -0.04 0.74 3.49
O -2.54524 -2.77969 -0.37282 1.72 2.30 0.68
O -2.38214 -0.16475 -0.11148 1.74 -1.37 -1.19
B -2.01831 1.04419 -0.81329 0.01 0.44 -0.25
N -1.18306 2.01335 -0.06372 -0.47 -0.96 -0.71
O -2.41757 1.27031 -2.14258 0.80 -0.96 1.78
H 2.37497 2.16199 -0.06501 0.26 -0.40 -0.71
H 3.80049 2.26530 -1.13659 -0.34 -0.74 0.26
H 2.36226 1.37264 -1.71352 0.28 -0.07 0.64
H 3.70326 -1.59285 -0.28803 -0.21 0.78 -0.30
H 3.77782 -0.78638 -1.87164 -0.34 0.38 0.56
H 1.70020 -2.20876 -1.44158 -0.16 0.60 0.34
H 1.36073 -0.50863 -1.93560 0.09 -0.90 0.46
H 0.55601 0.23108 0.09899 -0.27 -0.80 0.24
H 1.56229 -0.89371 1.03679 -0.81 -0.11 -0.47
H -2.04749 -3.58338 -0.61582 -0.26 0.33 0.09
H -0.54556 2.52269 -0.66680 -0.38 0.41 0.17
H -1.73460 2.63849 0.51638 0.40 -0.04 0.13
H -1.62774 1.60019 -2.59078 -0.34 0.35 -0.38
Cl -2.45454 4.66649 2.10804 0.06 0.09 0.05
C -0.91575 5.52596 2.30941 0.13 0.04 0.04
Cl -0.64463 6.58406 0.91350 -0.04 -0.12 0.13
Cl -0.97365 6.49933 3.78834 -0.01 -0.13 -0.19
Cl 0.40412 4.34858 2.42542 -0.16 0.10 -0.02
Cl -1.33518 -6.45884 3.30780 -0.03 0.14 -0.17
C -1.92155 -5.18085 2.22920 -0.25 0.16 0.18
Cl -1.47509 -3.59636 2.86898 -0.17 -0.62 -0.06
Cl -1.18516 -5.37781 0.62587 0.16 -0.37 0.07
Cl -3.68491 -5.28519 2.08909 0.20 -0.04 -0.03
Cl -1.62896 -0.46587 -4.63854 0.39 0.24 -0.52
C -0.17887 0.17631 -5.41529 -0.48 -0.28 -0.11
Cl 0.70531 -1.13568 -6.21557 -0.03 0.18 0.12
Cl -0.63531 1.39891 -6.61750 0.11 -0.05 0.09
Cl 0.86644 0.92842 -4.18917 -0.02 0.07 -0.06
Cl -0.17767 -1.03707 3.14540 0.19 0.59 0.43
C 0.18569 -0.34386 4.73533 -0.04 0.00 -0.01
Cl 0.69698 -1.63392 5.83858 -0.05 0.13 -0.12
Cl 1.48877 0.84804 4.57386 -0.11 -0.11 0.00
Cl -1.26344 0.44732 5.38091 0.15 -0.07 -0.07
```
Forces are in eV/Å.

- E_HOMO (hartree) = -0.3684
- orbital gap (Eh) = 0.366

Löwdin population analysis, charges in e, atoms 1 to 2: C -0.11; O -0.19



Below is a cluster of 2 separate species, C6H10O3 in total, with properties calculated with the ωB97M-V functional and the def2-TZVPD basis.

Geometry as XYZ:
```
19
Properties=species:S:1:pos:R:3:forces:R:3
C -1.92757 0.09862 -1.23327 -1.62 -0.22 0.58
C -0.89375 0.03929 -0.17076 1.47 -0.40 0.05
C -1.37993 0.05234 1.25721 0.05 -3.05 1.34
C 0.40390 0.65482 -0.53996 1.57 0.13 -0.55
O 1.03433 1.78472 -0.91564 0.85 0.68 0.39
C 0.47842 -0.62640 -0.59158 -1.24 -0.36 0.28
O 1.07531 -1.79961 -0.87068 0.68 -0.04 -1.01
H -2.73442 -0.57820 -1.04503 -0.82 -0.52 0.70
H -1.54784 -0.35482 -2.09625 0.83 0.10 -1.75
H -2.42894 1.05375 -1.40239 0.49 0.18 -0.08
H -1.79849 -0.96174 1.68967 0.32 1.61 -1.50
H -2.13902 0.76912 1.34857 -1.19 1.08 0.36
H -0.64261 0.20775 2.04173 0.53 0.62 -0.37
H 2.02450 1.68833 -0.80953 -1.46 -0.26 -0.12
H 1.80859 -1.72770 -1.55668 -1.34 0.33 1.40
C 2.22260 -0.05702 1.19778 -2.32 -0.86 1.57
O 2.97344 -0.11981 0.26531 0.77 0.68 0.59
H 1.65775 -0.97725 1.64149 1.22 0.78 -0.72
H 1.81372 0.85382 1.79001 1.22 -0.47 -1.15
```
Forces are in eV/Å.

- E_HOMO (hartree) = -0.3073
- orbital gap (Eh) = 0.329

Löwdin population analysis, charges in e, atoms 1 to 2: C -0.04; C -0.34